The following is a quantum chemistry calculation of a structure of composition C16H32As3IrN3O2Te4, from the Open Molecules 2025 dataset.

For the highest occupied orbital energy (spin up / spin down), the calculation gives -7.426 / -7.421 eV. As for the electronic energy: -8827.3309 Eh. Its HOMO-LUMO gap (spin up / spin down) is 5.82 / 5.42 eV.

Geometry as ORCA input:
```
! wB97M-V def2-TZVPD RIJCOSX def2/J DEFGRID3
* xyz 0 2
Ir 0.3336 -1.7291 1.3983
C 3.8997 -1.5843 0.8905
As 2.2068 -1.5952 -0.0380
C 2.3650 -3.0502 -1.3029
C 2.2572 -0.0945 -1.2756
C 1.8878 1.2941 -0.7396
C 2.6117 1.5681 0.5848
C 0.3709 1.4371 -0.5481
As -0.5103 0.4830 0.9142
C -0.3560 1.7213 2.3914
C -2.3427 0.7450 0.3972
C 2.3605 2.3630 -1.7486
As 1.9652 2.4338 -3.6963
C 3.0598 0.9395 -4.3581
C 0.2168 1.5686 -3.9353
H 3.7439 -1.1099 1.8565
H 4.6509 -1.0538 0.3073
H 4.2100 -2.6179 1.0403
H 3.2875 -2.9515 -1.8750
H 1.5115 -3.0230 -1.9796
H 2.3561 -3.9962 -0.7643
H 1.5786 -0.3768 -2.0841
H 3.2665 -0.0788 -1.6963
H 2.3225 0.8610 1.3693
H 2.3827 2.5753 0.9404
H 3.6942 1.5039 0.4506
H -0.1580 1.1380 -1.4529
H 0.1302 2.4905 -0.3740
H -0.5454 2.7302 2.0251
H 0.6331 1.6557 2.8352
H -1.1081 1.4621 3.1350
H -2.5167 1.8067 0.2211
H -2.9837 0.3982 1.2037
H -2.5767 0.1691 -0.4957
H 3.4564 2.3875 -1.7401
H 2.0458 3.3416 -1.3748
H 4.0815 1.0462 -3.9929
H 3.0848 1.0015 -5.4456
H 2.6728 -0.0369 -4.0720
H -0.5733 2.1692 -3.4870
H 0.1723 0.5520 -3.5456
H 0.0392 1.5312 -5.0104
Te -1.4151 -3.3883 0.1137
Te -3.5882 -3.4402 -1.3402
Te 1.0356 -4.1478 2.4215
Te -1.4326 -3.1828 2.8786
C 1.0899 -0.8261 4.0905
O 1.5295 -0.8267 2.7599
H 0.1440 -0.2858 4.2282
H 1.8568 -0.3296 4.6948
H 0.9586 -1.8399 4.4891
N -6.6727 0.1806 -0.3991
C -5.6781 -0.4601 0.2846
O -4.8512 -1.1610 -0.3321
C -5.5994 -0.2572 1.6964
C -6.5541 0.5356 2.3727
N -7.3687 1.2022 2.8500
C -4.5890 -0.9016 2.4239
N -3.7708 -1.4023 3.0737
H -7.4429 0.5875 0.1052
H -6.8363 -0.1319 -1.3394
*
```


The following is a quantum chemistry calculation of a structure of composition C16H32BCl2N4O8Pb in a non-equilibrium geometry, from the Open Molecules 2025 dataset.

For the highest occupied orbital energy, the calculation gives -6.065 eV. As for the electronic energy: -2587.3762 Eh. Its HOMO-LUMO gap is 8.25 eV.

Geometry as ORCA input:
```
! wB97M-V def2-TZVPD RIJCOSX def2/J DEFGRID3
* xyz -1 1
Pb 20.5916 11.8121 5.2795
Cl 19.6059 11.3760 1.8191
O 20.8986 11.9992 2.0992
O 19.8393 10.3092 0.8765
O 19.0778 10.8898 3.0448
O 18.7028 12.3371 1.2501
Cl 17.4193 13.9917 6.4922
O 17.4015 15.2775 5.8329
O 17.9877 14.1242 7.8069
O 16.0946 13.4517 6.6338
O 18.1690 13.1006 5.6454
B 21.3185 12.9108 7.6484
H 21.1077 14.0398 7.4995
H 21.8370 12.6633 8.6594
H 20.3151 12.3065 7.6821
H 22.0050 12.4889 6.8136
C 23.8442 11.0978 0.6881
C 23.9943 12.5813 1.1068
C 24.6430 12.7395 2.4778
C 23.7593 12.2898 3.5519
N 23.0658 11.9417 4.3887
H 24.8459 10.7567 0.4126
H 23.1031 10.9974 -0.0994
H 23.5305 10.4475 1.5069
H 23.0017 13.0336 1.1004
H 24.6031 13.0558 0.3375
H 24.8612 13.7997 2.6086
H 25.5492 12.1317 2.5054
C 15.4850 8.9282 7.7724
C 15.5470 8.8369 6.2679
C 16.9251 8.4115 5.7050
C 17.9654 9.3592 6.0738
N 18.7838 10.1159 6.3424
H 14.4815 9.2231 8.0812
H 16.1457 9.7167 8.1375
H 15.7230 7.9788 8.2517
H 15.2126 9.6981 5.6913
H 14.9720 7.9854 5.8781
H 16.9794 8.2090 4.6380
H 17.2464 7.5051 6.2373
C 19.9992 15.4662 0.8413
C 19.5270 16.5398 1.8066
C 18.9850 15.9635 3.1117
C 19.9023 15.1076 3.8137
N 20.6017 14.3769 4.3451
H 19.1791 14.8252 0.5237
H 20.8505 14.8946 1.2116
H 20.4082 15.9639 -0.0462
H 18.7301 17.1416 1.3599
H 20.3237 17.2790 1.9375
H 18.0323 15.4595 2.9172
H 18.5914 16.7051 3.8176
C 21.4631 7.6894 8.5352
C 22.8744 7.3072 8.1025
C 23.3361 7.6515 6.6879
C 22.4527 8.5970 6.0060
N 21.7863 9.4115 5.5619
H 20.7605 6.9851 8.0764
H 21.2710 8.7241 8.2609
H 21.2793 7.5387 9.5978
H 23.1177 6.2564 8.2681
H 23.5404 7.8744 8.7638
H 23.4143 6.7606 6.0521
H 24.3742 7.9832 6.6212
*
```


The following is a quantum chemistry calculation of a cluster of 8 separate species, C16H32Br16 in total in a non-equilibrium geometry, from the Open Molecules 2025 dataset.

For the highest occupied orbital energy, the calculation gives -9.974 eV. The SMILES is BrCCBr.BrCCBr.BrCCBr.BrCCBr.BrCCBr.BrCCBr.BrCCBr.BrCCBr. As for the electronic energy: -41813.0265 Eh. Its HOMO-LUMO gap is 10.12 eV.

Geometry as ORCA input:
```
! wB97M-V def2-TZVPD RIJCOSX def2/J DEFGRID3
* xyz 0 1
Br -17.3127 -4.8793 -29.4481
C -18.6056 -3.4985 -30.0510
C -18.3147 -2.1319 -29.5941
Br -19.8593 -0.8873 -29.6857
H -19.5534 -3.7809 -29.5926
H -18.7665 -3.6379 -31.1200
H -17.5283 -1.6641 -30.1865
H -17.9764 -2.1858 -28.5593
Br -16.7048 7.1150 -30.8121
C -16.7978 6.5834 -28.8441
C -18.0416 5.6952 -28.5873
Br -18.6034 5.9826 -26.6741
H -16.8354 7.5648 -28.3713
H -15.8773 6.0775 -28.5530
H -17.7543 4.6515 -28.7148
H -18.9461 5.8841 -29.1655
Br -12.9784 -2.6487 -19.7688
C -14.4665 -1.6248 -20.7446
C -13.7578 -0.6824 -21.6967
Br -15.0194 0.3991 -22.7193
H -15.1431 -1.1421 -20.0395
H -14.9929 -2.2864 -21.4326
H -13.0997 -1.2501 -22.3545
H -13.1042 -0.0617 -21.0839
Br -14.6719 0.4291 -30.4018
C -13.4516 -1.1978 -30.3753
C -14.1638 -2.1602 -29.4330
Br -12.8741 -3.6334 -29.0373
H -12.4562 -0.9082 -30.0385
H -13.4111 -1.5909 -31.3911
H -15.0612 -2.6412 -29.8220
H -14.3446 -1.6717 -28.4756
Br -16.4368 -0.3147 -27.4362
C -16.3676 1.7119 -27.3432
C -16.2507 2.0973 -25.8770
Br -15.6123 3.9966 -25.8318
H -17.2906 2.0986 -27.7751
H -15.5581 2.1170 -27.9503
H -15.4693 1.4730 -25.4438
H -17.1170 1.9769 -25.2265
Br -13.3203 4.3239 -34.2235
C -13.6538 3.4803 -32.4056
C -13.8641 4.5941 -31.3516
Br -13.9479 3.7487 -29.4950
H -12.8566 2.8346 -32.0374
H -14.4269 2.7316 -32.5783
H -14.6914 5.2974 -31.4470
H -13.0142 5.2751 -31.3077
Br -15.1201 5.4793 -21.0888
C -14.8014 5.8460 -23.0174
C -14.5138 7.3422 -23.2028
Br -14.7521 7.6135 -25.1976
H -15.7673 5.4993 -23.3847
H -14.0114 5.2249 -23.4397
H -13.5610 7.6395 -22.7648
H -15.3721 7.8001 -22.7111
Br -16.8270 2.0897 -35.0310
C -17.8097 2.8785 -33.5184
C -18.0432 1.7460 -32.4288
Br -17.7517 2.4315 -30.5536
H -18.7723 3.1956 -33.9194
H -17.3302 3.7667 -33.1069
H -17.4323 0.8475 -32.5163
H -19.0300 1.3074 -32.5773
*
```


The following is a quantum chemistry calculation of a structure of composition C16H32Cl16F6Mg2N3O12S6 in a non-equilibrium geometry, from the Open Molecules 2025 dataset.

For the highest occupied orbital energy (spin up / spin down), the calculation gives -14.669 / -14.597 eV. As for the electronic energy: -12446.6990 Eh. Its HOMO-LUMO gap (spin up / spin down) is 5.58 / 3.19 eV.

Geometry as ORCA input:
```
! wB97M-V def2-TZVPD RIJCOSX def2/J DEFGRID3
* xyz 2 2
Mg -3.6581 -0.9131 0.2614
Mg -0.5193 2.5820 2.2467
N -0.2420 1.4055 0.9593
S -0.3472 -0.3215 0.7367
O 0.7526 -1.0511 0.1861
O -1.6574 -0.8712 0.4086
F -0.1238 -0.6318 2.3224
S 0.4966 1.5658 -0.4381
O -0.1827 1.1545 -1.6406
O 1.9431 1.4734 -0.3268
F 0.2494 3.1637 -0.3261
N -3.7987 0.1097 1.7668
S -3.7960 1.8290 1.7939
O -2.5127 2.4616 2.1182
O -5.0211 2.5639 2.1355
F -3.7488 1.8112 0.1464
S -3.8450 0.0858 3.3274
O -5.1507 0.1629 3.9431
O -2.6503 0.4423 4.0726
F -3.5766 -1.5033 3.3083
N -3.6298 -0.7574 -1.5446
S -2.7666 -1.7773 -2.6877
O -1.5590 -1.2981 -3.3891
O -3.4832 -2.8389 -3.3045
F -2.0125 -2.5995 -1.4834
S -4.0836 0.0577 -2.7787
O -5.0692 -0.5057 -3.6929
O -3.2018 1.1844 -3.2149
F -5.1903 0.8906 -1.8871
Cl -0.5948 -2.0020 4.9099
C -1.4194 -2.0892 6.5540
C -2.9089 -2.5287 6.5336
Cl -3.1340 -4.2664 5.9264
H -1.2281 -1.1359 7.0468
H -0.8547 -2.8347 7.1139
H -3.4497 -1.8935 5.8319
H -3.3814 -2.4230 7.5101
Cl -4.0914 -2.9899 0.7187
C -3.4603 -4.5501 1.2958
C -2.2454 -4.4178 2.2001
Cl -0.9230 -3.5901 1.3308
H -3.1362 -5.1131 0.4206
H -4.2850 -5.1246 1.7176
H -1.8563 -5.3859 2.5154
H -2.5807 -3.8036 3.0358
Cl 4.7896 2.0035 3.9871
C 5.2147 0.5222 3.1033
C 5.3171 0.7628 1.5895
Cl 5.5263 -0.7483 0.6864
H 4.4197 -0.1657 3.3914
H 6.1970 0.1653 3.4128
H 6.1192 1.4658 1.3647
H 4.3816 1.1260 1.1641
Cl 4.0064 -3.8076 0.2391
C 3.3225 -4.1390 1.8673
C 2.8739 -2.8363 2.5443
Cl 2.5468 -3.1616 4.2089
H 4.1083 -4.6748 2.3997
H 2.4935 -4.8402 1.7726
H 2.0170 -2.3571 2.0708
H 3.7025 -2.1292 2.5854
Cl -2.9738 1.3410 -6.5117
C -1.2882 1.9040 -6.3648
C -0.5864 1.2186 -5.1944
Cl 1.0721 1.8487 -4.9017
H -1.2395 2.9771 -6.1800
H -0.7982 1.6608 -7.3076
H -0.4925 0.1327 -5.1958
H -1.0701 1.5087 -4.2617
Cl 0.5819 6.0867 -3.8731
C -0.6312 5.8512 -2.5922
C -1.1886 4.4501 -2.5976
Cl -2.5585 4.4136 -3.8139
H -1.4215 6.6005 -2.6374
H -0.1318 5.9845 -1.6326
H -1.5522 4.2402 -1.5917
H -0.4915 3.6281 -2.7603
Cl 2.0291 -3.3551 -3.5824
C 1.9366 -2.3034 -2.1370
C 3.2139 -1.6156 -1.7827
Cl 3.4286 -0.1563 -2.7916
H 1.7088 -2.9942 -1.3252
H 1.1260 -1.5790 -2.2158
H 4.1496 -2.1659 -1.8813
H 3.1016 -1.3029 -0.7446
Cl 5.6449 2.9737 -4.0573
C 5.0166 4.1341 -2.8335
C 3.8283 3.5447 -2.1544
Cl 2.6849 4.6810 -1.2967
H 4.7110 5.0485 -3.3420
H 5.8256 4.3757 -2.1441
H 4.0968 2.7801 -1.4256
H 3.1659 3.1760 -2.9376
*
```


- The highest electronic energy belongs to which entry?
  C16H32BCl2N4O8Pb